w.
Below is a structure of composition C4H10NO2, with properties calculated with ωB97M-V/def2-TZVPD.

Geometry as XYZ:
```
17
Properties=species:S:1:pos:R:3:mulliken_charge:R:1
C 0.3797 0.2183 0.8666 -0.765
C -0.7598 -0.7213 0.0900 0.376
C -0.4849 -2.3726 0.0129 -1.266
O -1.3200 -0.2736 -1.0499 -0.792
N 1.4187 0.7961 0.0588 -0.430
C 0.7286 2.0780 -0.4600 -0.441
O -0.6018 2.1172 -0.4578 -0.703
H 0.8639 -0.3585 1.7518 0.265
H -0.0900 1.1425 1.3518 0.355
H -1.5863 -0.5330 0.7877 0.118
H 0.1897 -2.6887 -0.7041 0.368
H -0.2401 -2.7746 1.0172 0.324
H -1.4856 -2.7849 -0.0981 0.327
H -0.9770 1.0112 -0.9974 0.413
H 1.7609 0.1294 -0.5387 0.249
H 1.0518 2.0905 -1.5394 0.291
H 1.1522 2.9240 -0.0915 0.310
```

As for the net charge: -1. Its HOMO energy is -3.53 eV. For the HOMO-LUMO gap, the calculation gives 7.878 eV.

=====

x.
Below is a cluster of 2 separate species, C4H10NO2 in total, with properties calculated with ωB97M-V/def2-TZVPD.

Geometry as XYZ:
```
17
Properties=species:S:1:pos:R:3:mulliken_charge:R:1
N 1.3816 -0.1217 -2.5464 -0.625
C 1.8980 0.0882 -1.1999 -0.324
O 1.9410 -1.0669 -0.4077 -0.637
H 1.9861 -0.7618 -3.0485 0.227
H 0.4823 -0.5879 -2.4533 0.279
H 2.9157 0.4638 -1.2819 0.312
H 1.2587 0.8480 -0.7460 0.264
C -2.2158 1.5725 2.1568 -0.997
C -1.6678 0.8309 0.9613 -0.142
C -1.0345 -0.3629 1.0819 -0.267
O -0.5763 -1.1365 0.1623 -0.843
H -3.3011 1.4730 2.2636 0.213
H -1.7521 1.1911 3.0661 0.310
H -2.0074 2.6501 2.1101 0.252
H -1.8539 1.2458 -0.0241 0.349
H -0.9023 -0.6971 2.1376 0.185
H 0.9943 -1.2180 -0.1112 0.444
```

As for the net charge: -1. Its HOMO energy is -2.77 eV. For the HOMO-LUMO gap, the calculation gives 7.110 eV.

=====

y.
Below is the ion C4H10NO2 with charge -1, with properties calculated with ωB97M-V/def2-TZVPD.

Geometry as XYZ:
```
17
Properties=species:S:1:pos:R:3:mulliken_charge:R:1
C -0.0450 -0.2071 1.0599 -0.644
C 0.1830 -1.2833 0.0074 -0.637
C 1.3751 -1.1052 -0.9156 -0.451
O 1.6010 0.1757 -1.4636 -0.586
N -0.0649 1.1107 0.4572 -0.471
C -1.4644 1.4591 0.0094 -0.525
O -2.3978 1.2371 0.9110 -0.877
H -1.0163 -0.3231 1.5898 0.359
H 0.6844 -0.2686 1.8588 0.448
H 0.3667 -2.2437 0.4923 0.334
H -0.7016 -1.4183 -0.6228 0.303
H 2.3172 -1.3576 -0.4074 0.253
H 1.2432 -1.8011 -1.7609 0.249
H 0.8864 0.7328 -1.0901 0.458
H 0.0874 1.8464 1.1314 0.265
H -1.3666 2.5107 -0.3106 0.305
H -1.6878 0.9355 -0.9463 0.218
```

As for the net charge: -1. Its HOMO energy is -2.63 eV. As for the SMILES: [O-]CNCCCO. For the HOMO-LUMO gap, the calculation gives 6.609 eV.

=====

z.
Below is a cluster of 2 separate species, C4H10NO2 in total, with properties calculated with ωB97M-V/def2-TZVPD.

Geometry as XYZ:
```
17
Properties=species:S:1:pos:R:3:mulliken_charge:R:1
C -0.7466 -0.4521 -0.5279 -0.288
O -0.2112 0.4976 0.3208 -0.779
C -1.0107 0.1308 -1.8754 -0.334
N -1.6171 -0.9317 -2.7608 -0.547
H -0.0142 -1.2727 -0.6466 0.150
H -1.7098 -0.9001 -0.0161 0.088
H -1.5732 1.0876 -1.9073 0.241
H -0.0355 0.3974 -2.3699 0.188
H -2.4548 -1.3164 -2.3129 0.196
H -1.7553 -0.6109 -3.7209 0.187
O 3.2645 1.2982 2.0413 -0.600
C 2.0188 1.1992 2.1705 0.181
C 1.3103 -0.0999 2.3852 -0.535
H 1.3423 2.0990 2.1251 0.264
H 0.4271 -0.0615 1.4887 0.101
H 0.7428 -0.1485 3.3569 0.248
H 2.0227 -0.9159 2.2494 0.239
```

As for the net charge: -1. Its HOMO energy is -3.19 eV. For the HOMO-LUMO gap, the calculation gives 7.312 eV.

=====

How do the energies compare? Relative to the most stable structure, in hartree: w 0.0881; x 0.0000; y 0.0338; z 0.0588.

=====

w.
Below is a cluster of 2 separate species, C4H3NO in total, with properties calculated with ωB97M-V/def2-TZVPD.

Geometry as XYZ:
```
9
Properties=species:S:1:pos:R:3:mulliken_charge:R:1
C 1.4212 -0.8310 0.3349 -0.166
C -1.4959 -0.3518 -0.2145 0.069
C 0.5481 -0.3103 -0.6669 -0.130
C 1.2027 0.8810 -0.2352 -0.032
N 2.2724 0.1890 0.3175 -0.293
O -1.9712 0.4483 0.5189 -0.377
H -1.8964 -1.0731 -0.7939 0.378
H 0.5373 -0.6042 -1.6711 0.328
H 0.8357 1.7010 0.3033 0.224
```

As for the net charge: 0. Its HOMO energy (spin up / spin down) is -8.88 / -8.88 eV. For the HOMO-LUMO gap (spin up / spin down), the calculation gives 8.707 / 8.706 eV.

=====

x.
Below is an isolated molecule of C4H3NO, with properties calculated with ωB97M-V/def2-TZVPD.

Geometry as XYZ:
```
9
Properties=species:S:1:pos:R:3:mulliken_charge:R:1
C -0.8012 0.6472 0.2948 -0.607
C -1.0425 -0.2086 -0.7573 -0.046
C 0.6342 0.7406 0.3507 0.371
C 1.1925 -0.1259 -0.6006 -0.135
N 1.8121 0.0290 0.6856 -0.323
O 0.0525 -0.8133 -1.1348 -0.226
H -1.5187 0.9841 0.9804 0.406
H -1.9986 -0.5557 -1.3433 0.311
H 1.6697 -0.6973 1.5244 0.250
```

As for the net charge: 0. Its HOMO energy (spin up / spin down) is -8.31 / -8.31 eV. As for the SMILES: c1cc2c(o1)N2. For the HOMO-LUMO gap (spin up / spin down), the calculation gives 8.315 / 8.318 eV.

=====

How do the energies compare? Relative to the most stable structure, in hartree: w 0.0281; x 0.0000.

=====

w.
Below is a structure of composition C4H3NO, with properties calculated with ωB97M-V/def2-TZVPD.

Geometry as XYZ:
```
9
Properties=species:S:1:pos:R:3:mulliken_charge:R:1
C 0.6552 0.2868 0.7102 -0.448
C 1.0137 -0.9749 0.3483 -0.396
C -0.7115 0.2737 0.6793 0.276
C -1.0334 -1.1054 0.3016 0.628
N -2.0461 -0.2369 0.4896 -0.519
O -0.0075 -1.7581 -0.0869 -0.299
H 1.1936 1.1592 1.0631 0.366
H 1.9642 -1.4142 0.0478 0.393
H -3.5353 0.7309 -1.2615 0.000
```

As for the net charge: 0. Its HOMO energy (spin up / spin down) is -6.94 / -9.23 eV. For the HOMO-LUMO gap (spin up / spin down), the calculation gives 6.963 / 9.513 eV.

=====

x.
Below is an isolated molecule of C4H3NO, with properties calculated with ωB97M-V/def2-TZVPD.

Geometry as XYZ:
```
9
Properties=species:S:1:pos:R:3:mulliken_charge:R:1
C -0.8477 -0.0475 0.3623 -0.291
C -0.5838 -1.2671 -0.0643 0.416
C -0.3354 1.1643 0.2672 -0.230
C 1.1356 1.1044 0.0348 0.074
N -0.5724 -2.3784 -0.5418 -0.476
O 1.7317 2.0824 0.4398 -0.470
H -0.6177 2.1426 0.6496 0.361
H 1.5462 0.1330 -0.3908 0.314
H -1.4564 -2.9337 -0.7566 0.301
```

As for the net charge: 0. Its HOMO energy is -9.17 eV. As for the SMILES: N=C=C=CC=O. For the HOMO-LUMO gap, the calculation gives 8.289 eV.

=====

y.
Below is an isolated molecule of C4H3NO, with properties calculated with ωB97M-V/def2-TZVPD.

Geometry as XYZ:
```
9
Properties=species:S:1:pos:R:3:mulliken_charge:R:1
O -1.2829 0.7349 -0.8529 -0.478
C -1.1240 -0.0653 0.2906 -0.456
C 0.0405 -0.9446 0.1749 0.174
C 1.1731 -1.3709 0.0036 -0.251
C 2.1250 -0.3465 -0.1524 0.486
N 2.7332 0.6331 -0.2763 -0.393
H -0.6679 1.4801 -0.8023 0.331
H -2.0244 -0.6598 0.4161 0.319
H -0.9727 0.5389 1.1987 0.267
```

As for the net charge: 0. Its HOMO energy is -10.58 eV. As for the SMILES: N#CC#CCO. For the HOMO-LUMO gap, the calculation gives 10.306 eV.

=====

How do the energies compare? Relative to the most stable structure, in hartree: w 0.2404; x 0.0000; y 0.0098.

=====

w.
Below is an isolated molecule of C3H5N3S2, with properties calculated with ωB97M-V/def2-TZVPD.

Geometry as XYZ:
```
13
Properties=species:S:1:pos:R:3:mulliken_charge:R:1
C 0.4910 1.2271 -0.3291 0.489
C 0.6907 0.1993 0.7047 -0.612
C 0.4356 -1.2645 0.1447 -0.432
N -0.9489 -1.5242 -0.2485 -0.301
N 0.7083 1.0556 -1.5591 -0.558
N -1.9479 -0.8753 -0.0773 0.245
S -3.4100 -0.6920 0.0487 -0.188
S -0.1029 2.8025 0.3747 -0.101
H 1.7834 0.2364 1.1174 0.303
H 0.0265 0.4841 1.6303 0.336
H 1.0378 -1.6179 -0.7669 0.270
H 0.7853 -1.9289 0.9977 0.308
H 0.4512 1.8977 -2.0372 0.240
```

As for the net charge: 0. Its HOMO energy (spin up / spin down) is -9.22 / -7.38 eV. For the HOMO-LUMO gap (spin up / spin down), the calculation gives 8.831 / 4.699 eV.

=====

x.
Below is a structure of composition C3H5N3S2, with properties calculated with ωB97M-V/def2-TZVPD.

Geometry as XYZ:
```
13
Properties=species:S:1:pos:R:3:mulliken_charge:R:1
C -1.9989 -0.0005 0.4123 -0.682
C 1.5818 -0.1012 -0.1199 0.176
C 0.4652 0.6665 0.0021 0.227
H -2.9682 -0.0413 -0.6038 0.259
H -2.0764 1.1896 0.7367 0.223
H -1.8975 -0.7755 1.5220 0.294
H -0.2449 -2.1242 -0.9505 0.306
H 2.8143 1.6792 -0.7776 0.161
N -0.5468 -0.2707 -0.1106 0.294
N 0.0967 -1.5211 -0.0386 -0.123
N 1.3771 -1.3865 -0.2269 -0.505
S 3.1925 0.3604 0.2738 -0.264
S 0.2051 2.3252 -0.1191 -0.366
```

As for the net charge: 0. Its HOMO energy is -8.38 eV. For the HOMO-LUMO gap, the calculation gives 7.964 eV.

=====

y.
Below is an isolated molecule of C3H5N3S2, with properties calculated with ωB97M-V/def2-TZVPD.

Geometry as XYZ:
```
13
Properties=species:S:1:pos:R:3:mulliken_charge:R:1
C 0.5581 -0.3654 1.2004 0.154
C 0.6639 1.6800 -0.1421 0.216
C -0.8486 0.3808 -1.7411 -0.151
H -0.2470 -1.9309 2.3948 0.270
H -1.3850 -0.5556 2.3527 0.288
H 1.1781 2.8072 -0.2639 0.208
H 0.4788 2.0377 -2.1835 0.333
H -1.0233 0.4398 -2.9290 0.259
N -0.3277 -0.8818 2.1979 -0.415
N 0.5209 0.9652 0.9254 -0.448
N 0.2763 1.2202 -1.3445 -0.201
S 1.7901 -1.1530 0.2896 -0.326
S -2.0732 -0.2280 -0.7724 -0.187
```

As for the net charge: 0. Its HOMO energy is -7.96 eV. As for the SMILES: NC(=S)/N=C\NC=S. For the HOMO-LUMO gap, the calculation gives 7.072 eV.

=====

How do the energies compare? Relative to the most stable structure, in hartree: w 0.0661; x 0.1170; y 0.0000.

=====

w.
Below is a cluster of 2 separate species, C5H14NO2 in total, with properties calculated with ωB97M-V/def2-TZVPD.

Geometry as XYZ:
```
22
Properties=species:S:1:pos:R:3:mulliken_charge:R:1
C -0.2307 1.6555 1.2526 -0.936
N 0.6823 0.5300 1.2075 -0.351
C -1.8790 -1.5877 1.1126 -1.131
C -1.1002 -0.9607 -0.0155 -0.696
C 0.4004 -0.6505 0.3747 0.130
C 1.2227 -0.7957 -1.0723 -0.470
O 0.4914 -0.4646 -2.0396 -0.887
H 0.0044 2.2629 0.4130 0.266
H 0.0521 2.3052 2.0806 0.284
H -1.1784 1.2813 1.1914 0.393
H 1.6174 0.8000 1.0445 0.300
H -3.0301 -1.5139 1.0369 0.282
H -1.4970 -2.4901 1.3634 0.420
H -1.6693 -0.8250 1.9659 0.200
H -0.9120 -1.5891 -0.8861 0.375
H -1.5564 -0.0693 -0.4840 0.355
H 0.7425 -1.5476 0.9741 0.100
H 1.9226 0.0490 -0.8586 0.089
H 1.7283 -1.7909 -0.9264 0.300
H 1.9393 1.9701 -3.0097 0.245
H 0.9586 1.2367 -2.2704 0.435
O 1.2911 2.1943 -2.4546 -0.703
```

As for the net charge: -1. Its HOMO energy is -2.65 eV. For the HOMO-LUMO gap, the calculation gives 6.647 eV.

=====

x.
Below is a cluster of 2 separate species, C5H14NO2 in total, with properties calculated with ωB97M-V/def2-TZVPD.

Geometry as XYZ:
```
22
Properties=species:S:1:pos:R:3:mulliken_charge:R:1
C 0.4808 1.6844 -1.9365 -1.487
C 0.1617 0.7090 -0.8163 0.517
C 1.2797 0.6649 0.2252 -0.618
C 2.4534 -0.2478 -0.1981 -1.261
N -1.2021 0.9500 -0.3213 -0.446
C -1.9135 -0.2815 0.1908 -0.474
O -1.5981 -0.6102 1.4552 -0.860
H -0.2203 1.5268 -2.7495 0.385
H 0.4114 2.7112 -1.5640 0.308
H 1.5255 1.5995 -2.2693 0.326
H 0.0815 -0.3106 -1.2102 0.176
H 1.6294 1.6691 0.5216 0.329
H 0.8831 0.3017 1.1746 0.395
H 2.8973 -0.6600 0.7115 0.350
H 3.1356 0.2992 -0.8383 0.378
H 2.0920 -1.1565 -0.6845 0.330
H -1.2574 1.5648 0.4870 0.270
H -2.9808 -0.2590 -0.0272 0.313
H -1.6754 -1.1389 -0.5488 0.170
H -0.4467 -1.6435 1.4399 0.376
H -0.7150 -3.1610 1.4871 0.268
O 0.0306 -2.5595 1.3183 -0.744
```

As for the net charge: -1. Its HOMO energy is -3.27 eV. For the HOMO-LUMO gap, the calculation gives 7.194 eV.

=====

y.
Below is a cluster of 2 separate species, C5H14NO2 in total, with properties calculated with ωB97M-V/def2-TZVPD.

Geometry as XYZ:
```
22
Properties=species:S:1:pos:R:3:mulliken_charge:R:1
C -0.2153 3.0044 -1.1637 -1.250
C 0.0360 2.1165 0.0385 -0.174
N -1.1382 1.2942 0.3576 -0.415
C -0.0559 -0.3042 1.8520 -1.233
C -0.9284 -0.1489 0.6118 0.252
C -0.3397 -0.9178 -0.6058 -0.492
O -0.1340 -2.2454 -0.3142 -0.815
H 0.3277 3.9547 -1.0825 0.352
H -1.2627 3.3175 -1.2215 0.314
H 0.0687 2.5733 -2.1235 0.294
H 0.2502 2.7335 0.9175 0.251
H 0.8793 1.4526 -0.1482 0.246
H -1.9193 1.4980 -0.2450 0.271
H -0.6447 -0.5451 2.7409 0.277
H 0.5692 -1.2002 1.7400 0.344
H 0.6536 0.4988 2.0450 0.307
H -1.9150 -0.5881 0.7659 0.354
H -1.0798 -0.7927 -1.4166 0.246
H 0.6361 -0.4501 -0.8522 0.040
H 1.2139 -2.5206 -0.3284 0.418
H 2.7049 -1.8518 -0.5106 0.226
O 2.2949 -2.7264 -0.5172 -0.811
```

As for the net charge: -1. Its HOMO energy is -3.35 eV. For the HOMO-LUMO gap, the calculation gives 6.997 eV.

=====

How do the energies compare? Relative to the most stable structure, in hartree: w 0.0748; x 0.0000; y 0.0104.

=====

w.
Below is a cluster of 2 separate species, C5H14NO2 in total, with properties calculated with ωB97M-V/def2-TZVPD.

Geometry as XYZ:
```
22
Properties=species:S:1:pos:R:3:mulliken_charge:R:1
C 0.0317 -0.4375 -0.3141 -0.750
C 0.2819 -1.5253 0.7488 0.877
C 1.7439 -1.9673 0.6742 -1.334
C -0.6732 -2.6995 0.6426 -1.739
N 0.9363 0.6895 -0.0614 -0.227
C 0.7646 1.8266 -0.9680 -0.586
O -0.4775 2.2625 -1.2706 -0.887
H 0.2798 -0.8959 -1.2823 0.273
H -1.0026 -0.0498 -0.3009 0.294
H 0.1408 -1.1269 1.7889 0.193
H 2.2633 -1.2892 1.3519 0.329
H 2.2540 -1.6328 -0.2296 0.325
H 2.0231 -3.0283 0.6770 0.391
H -0.3612 -3.5309 1.2852 0.435
H -1.6833 -2.3486 0.8424 0.379
H -0.6283 -3.2049 -0.3247 0.341
H 0.8035 0.9606 0.9071 0.246
H 1.3907 2.7067 -0.6404 0.284
H 1.3390 1.6670 -1.9172 0.263
H -1.6380 2.0403 -0.2377 0.380
H -3.1061 1.5112 0.0949 0.249
O -2.2959 1.7815 0.5145 -0.735
```

As for the net charge: -1. Its HOMO energy is -2.92 eV. For the HOMO-LUMO gap, the calculation gives 6.614 eV.

=====

x.
Below is a cluster of 2 separate species, C5H14NO2 in total, with properties calculated with ωB97M-V/def2-TZVPD.

Geometry as XYZ:
```
22
Properties=species:S:1:pos:R:3:mulliken_charge:R:1
C 0.0697 0.9809 -1.5742 0.099
N -0.4500 -0.3272 -1.0449 -0.508
C 0.4732 -1.4176 -0.7488 -0.605
C 0.9898 -1.5156 0.7295 -0.338
C 1.2622 -0.1304 1.3366 -0.733
O 0.1120 0.5188 1.4016 -0.888
C -1.0572 2.0302 -1.3479 -1.153
H 0.8843 1.3479 -0.9102 -0.020
H 0.5051 0.8684 -2.6312 0.353
H -0.9911 -0.0322 -0.2075 0.319
H -0.0157 -2.3768 -1.0068 0.212
H 1.2161 -1.1649 -1.6344 0.318
H 0.3230 -2.0891 1.3087 0.266
H 1.9706 -2.1965 0.6255 0.290
H 1.7464 -0.2740 2.2592 0.355
H 1.8888 0.5652 0.7634 0.221
H -1.5960 2.2976 -2.1520 0.434
H -1.8320 1.9020 -0.4947 0.243
H -0.5472 3.0069 -0.8532 0.213
H -1.2218 -0.0645 2.1366 0.388
H -1.6638 -1.3421 1.8991 0.256
O -2.0662 -0.5869 2.1457 -0.721
```

As for the net charge: -1. Its HOMO energy is -2.98 eV. For the HOMO-LUMO gap, the calculation gives 7.176 eV.

=====

How do the energies compare? Relative to the most stable structure, in hartree: w 0.0000; x 0.0640.